1.
Entry from OMol25: a molecular structure, C18H48Mn2N3O19S4 at a distorted geometry (ωB97M-V with the def2-TZVPD basis set).

Last column: Löwdin charge in e.
Atoms and positions in Å:
Mn  1.313  2.519  2.246  0.9684
Mn  -0.706  2.193  -0.711  0.9662
N  -1.383  4.186  1.769  -0.5124
O  -0.340  3.978  2.433  -0.0575
O  -2.235  4.947  2.177  0.1004
O  -1.564  3.602  0.656  -0.1185
N  1.877  4.186  -0.341  -0.5081
O  2.181  3.881  0.836  -0.0771
O  0.954  3.551  -0.931  -0.1064
O  2.531  5.009  -0.964  0.0932
O  0.320  1.358  0.837  -0.3882
H  0.296  0.404  0.764  -0.0397
C  -0.335  -1.961  0.773  -0.0574
C  -0.463  -3.062  -0.292  -0.2197
N  0.471  -4.155  -0.069  -0.1879
C  0.193  -5.024  1.064  -0.2712
C  -1.221  -5.555  1.175  -0.0909
C  1.896  -3.828  -0.091  -0.2479
C  2.348  -3.255  -1.446  -0.0735
H  0.691  -1.578  0.799  0.0679
H  -0.436  -2.370  1.781  0.0735
H  -1.027  -1.138  0.600  0.0339
H  -1.472  -3.470  -0.353  0.1055
H  -0.309  -2.656  -1.294  0.0909
H  0.867  -5.880  1.000  0.1157
H  0.401  -4.518  2.021  0.1096
H  -1.334  -6.156  2.076  0.0767
H  -1.913  -4.714  1.316  0.0602
H  -1.618  -6.068  0.299  0.0809
H  2.489  -4.737  0.002  0.1153
H  2.155  -3.176  0.750  0.1003
H  3.432  -3.165  -1.475  0.0781
H  1.812  -2.335  -1.673  0.0360
H  2.024  -3.961  -2.215  0.0817
O  -0.732  -1.096  -3.494  -0.2486
S  0.169  -0.001  -3.266  0.6230
O  0.290  0.584  -1.936  -0.3258
O  1.650  -0.502  -3.565  -0.2552
C  1.932  -1.205  -4.792  -0.2562
C  3.086  -0.618  -5.548  -0.0606
C  -0.001  1.305  -4.479  -0.0835
H  1.069  -1.242  -5.462  0.1195
H  2.199  -2.223  -4.508  0.1271
H  3.939  -0.457  -4.891  0.0874
H  2.904  0.365  -5.998  0.0808
H  3.296  -1.224  -6.429  0.0946
H  0.125  0.898  -5.481  0.0800
H  0.638  2.134  -4.188  0.0866
H  -1.038  1.651  -4.519  0.0778
O  0.264  1.357  3.690  -0.3478
S  -0.635  0.988  4.777  0.6743
O  -0.450  1.478  6.091  -0.2254
O  -2.154  1.421  4.371  -0.2276
C  -2.737  0.926  3.155  -0.2523
C  -4.220  1.314  3.224  -0.0317
C  -0.709  -0.818  4.872  -0.0784
H  -2.603  -0.141  2.986  0.1089
H  -2.269  1.498  2.349  0.0936
H  -4.360  2.363  3.466  0.0898
H  -4.647  0.723  4.040  0.0874
H  -4.799  0.991  2.361  0.0650
H  -1.169  -1.236  3.979  0.0471
H  -1.280  -1.088  5.755  0.0832
H  0.307  -1.206  4.932  0.0818
O  -2.277  0.689  -0.126  -0.3505
S  -3.474  -0.089  -0.413  0.6537
O  -3.767  -1.311  0.285  -0.2288
O  -4.677  0.930  -0.138  -0.2528
C  -4.719  2.193  -0.797  -0.2817
C  -5.863  2.971  -0.212  -0.0484
C  -3.759  -0.380  -2.178  -0.0801
H  -4.883  2.156  -1.880  0.1199
H  -3.802  2.774  -0.655  0.1049
H  -6.225  3.781  -0.839  0.0909
H  -5.558  3.375  0.756  0.0859
H  -6.691  2.303  0.031  0.0929
H  -3.206  -1.253  -2.516  0.0692
H  -3.421  0.520  -2.689  0.0588
H  -4.824  -0.500  -2.360  0.0893
O  3.017  1.309  2.197  -0.3426
S  4.090  0.404  1.849  0.6619
O  3.927  -1.022  1.933  -0.2453
O  4.664  0.800  0.414  -0.2288
C  3.732  1.227  -0.588  -0.2423
C  4.443  2.106  -1.611  -0.0448
C  5.578  0.893  2.746  -0.0782
H  2.912  1.821  -0.186  0.0757
H  3.323  0.339  -1.070  0.1205
H  4.831  3.022  -1.156  0.0871
H  3.777  2.478  -2.384  0.0781
H  5.303  1.639  -2.088  0.0810
H  5.658  1.968  2.622  0.0802
H  6.401  0.354  2.279  0.0803
H  5.525  0.510  3.762  0.0809

Results
<S²>: 30.006
HOMO (spin up / spin down) in eV: -10.178 / -10.178
Charge: +1
Relative energy (zero: lowest compared OMol25 entry of this formula, charge and spin) in kJ/mol: 0.0
Kohn-Sham gap (spin up / spin down) in eV: 7.32 / 6.84
Lowest unoccupied orbital energy (spin up / spin down) in eV: -2.86 / -3.33
Largest force on an atom in eV/A: 2.796
Multiplicity: 11

=====

2.
Entry from OMol25: 2 unconnected molecules or ions with the total composition C2H8NO2 (ωB97M-V with the def2-TZVPD basis set).

Last column: Löwdin charge in e.
Atoms and positions in Å:
O  1.154  0.316  1.487  0.0887
C  -0.011  0.028  1.528  -0.1970
C  -0.594  -0.860  0.435  -0.1065
N  0.402  -0.971  -0.644  0.1764
H  -0.747  0.319  2.287  0.1454
H  -0.869  -1.840  0.831  0.1461
H  -1.523  -0.441  0.049  0.1400
H  0.445  -1.893  -1.079  0.1808
H  0.232  -0.223  -1.333  0.1379
H  1.336  -0.776  -0.256  0.1604
H  -0.677  2.224  -1.404  0.0776
H  0.765  2.377  -0.827  0.0778
O  0.088  1.739  -1.072  -0.0276

Results
HOMO in eV: -15.212
Charge: +1
Relative energy (zero: lowest compared OMol25 entry of this formula, charge and spin) in kJ/mol: 90.1
Kohn-Sham gap in eV: 11.70
Lowest unoccupied orbital energy in eV: -3.51
Largest force on an atom in eV/A: 0.728

=====

3.
Entry from OMol25: 2 unconnected molecules or ions with the total composition CH4BrN at a distorted geometry (ωB97M-V with the def2-TZVPD basis set).

Last column: Löwdin charge in e.
Atoms and positions in Å:
C  0.152  0.943  -0.186  0.1190
N  -0.661  -0.984  0.331  -0.5746
Br  0.101  -2.247  -0.727  0.5023
H  0.938  0.786  0.460  0.0051
H  0.250  0.888  -1.183  -0.0135
H  -0.653  1.511  0.102  0.0075
H  -0.127  -0.897  1.203  -0.0457

Results
HOMO in eV: -8.859
Relative energy (zero: lowest compared OMol25 entry of this formula, charge and spin) in kJ/mol: 224.7
Kohn-Sham gap in eV: 8.80
Lowest unoccupied orbital energy in eV: -0.06
Largest force on an atom in eV/A: 5.148